Entry 1:
This record from OMol25 describes C10H20B3FIO9P as an isolated structure at a distorted geometry. The level of theory is ωB97M-V/def2-TZVPD.

The geometry in XYZ format:
```
45
Properties=species:S:1:pos:R:3:forces:R:3:nbo_charge:R:1
O -0.985438 -5.526234 3.521745 -0.4 1.5 -0.6 -0.530
C -1.168971 -4.389560 3.173517 0.5 -2.1 1.3 0.896
F -2.048011 -4.114316 2.211667 -0.3 0.0 -0.4 -0.326
C -0.465513 -3.197231 3.735262 -0.5 0.6 -0.8 -0.920
B -0.941009 -1.807965 3.157812 0.3 0.6 1.2 1.187
O -2.244029 -1.461573 2.911666 0.1 -0.7 -0.4 -0.877
B -2.375076 -0.954154 1.634943 -1.0 0.8 -0.3 0.982
O -1.418630 -0.095470 1.110273 0.3 -1.1 -0.4 -0.896
B -0.179236 -0.631808 1.454825 -0.3 1.5 -0.4 0.789
P 1.201081 -1.157156 0.191102 1.3 0.1 0.3 0.694
O 1.099605 -0.070486 -1.034609 -0.4 -0.3 0.0 -0.989
I 0.023991 -3.144958 -0.612611 -0.2 0.1 0.2 -0.112
O 0.020412 -0.854476 2.789985 0.5 -1.4 0.0 -0.890
H 0.564238 -3.316746 3.445601 0.6 -0.1 0.0 0.280
H -0.488926 -3.259910 4.807158 -0.1 0.0 0.6 0.289
H -3.292754 -1.279124 0.961220 -0.2 0.2 0.1 -0.090
H 0.594448 -0.462263 -1.757021 0.0 0.3 -0.4 0.512
O 1.973813 -1.952618 -3.587502 0.0 0.3 0.1 -0.593
C 3.000433 -1.564080 -4.081775 0.1 -0.2 0.1 0.805
O 3.451248 -2.213249 -5.167319 -0.1 -0.1 -0.3 -0.501
C 4.563278 -1.766129 -5.945853 0.2 0.0 0.0 -0.070
C 5.882858 -2.240847 -5.373966 0.0 0.0 0.1 -0.637
C 3.834627 -0.448172 -3.497430 -0.1 0.2 -0.2 -0.747
H 4.532069 -0.683693 -6.074961 0.0 0.0 0.0 0.174
H 4.409836 -2.203600 -6.930164 -0.1 0.0 0.0 0.200
H 6.059537 -1.835383 -4.377977 0.0 0.1 0.0 0.208
H 6.707592 -1.938245 -6.019049 0.0 0.0 0.0 0.220
H 5.885434 -3.326961 -5.288496 0.0 0.0 -0.1 0.222
H 4.451905 -0.857136 -2.698952 0.0 0.0 0.0 0.249
H 3.171127 0.295992 -3.074328 -0.1 0.0 0.2 0.252
H 4.470571 0.053201 -4.223063 0.1 -0.1 0.1 0.218
O -5.755664 5.432336 3.495590 -0.1 0.0 0.1 -0.566
C -4.847947 4.915650 2.909483 0.2 0.1 0.0 0.796
O -4.753860 3.571120 2.911544 -0.2 -0.1 0.0 -0.506
C -3.814112 2.852997 2.111179 0.2 -0.1 0.0 -0.067
C -2.461987 2.739872 2.782881 0.0 0.1 0.2 -0.644
C -3.771014 5.733848 2.230575 -0.1 -0.1 -0.4 -0.744
H -3.744863 3.288966 1.113670 0.0 0.0 0.0 0.175
H -4.248574 1.862105 1.987751 -0.1 0.0 0.0 0.196
H -2.005502 3.717159 2.941837 0.0 0.0 -0.1 0.207
H -1.785604 2.138000 2.178973 0.0 0.0 0.0 0.227
H -2.563987 2.272928 3.762856 0.0 -0.1 0.0 0.219
H -3.035608 6.029142 2.977101 0.0 0.0 0.0 0.244
H -4.234779 6.627130 1.821355 0.0 0.1 0.2 0.247
H -3.267009 5.223098 1.413503 0.1 0.0 0.1 0.216
```
Forces are in eV/Å.

The value obtained for the molecular weight is 493.57 Da. The total energy is -1883.9685 Eh. Its HOMO energy is -0.3263 Eh.


Entry 2:
This record from OMol25 describes a 2-piece molecular cluster, C10H20BN2O4 overall. The level of theory is ωB97M-V/def2-TZVPD.

The geometry in XYZ format:
```
37
Properties=species:S:1:pos:R:3:forces:R:3:nbo_charge:R:1
C -0.159323 1.356128 -1.337328 -0.1 -0.3 0.0 -1.025
B -0.753517 2.127000 -2.576541 0.0 0.2 -0.3 1.056
O 0.002573 2.278695 -3.709613 0.1 0.1 0.1 -0.856
N -2.092502 2.740593 -2.620562 0.0 -0.3 0.6 -0.365
C -3.084097 2.255918 -1.663119 0.1 0.0 0.0 -0.359
C -4.573309 2.599137 -1.972904 0.0 -0.1 0.1 0.752
O -4.810516 3.763309 -2.326948 -0.1 0.1 -0.1 -0.756
O -5.341318 1.635606 -1.768070 -0.1 0.0 0.0 -0.778
O -2.039369 4.205062 -2.628441 0.3 0.2 -0.2 -0.325
C -1.198358 4.660489 -1.758696 -0.3 -0.3 -0.1 0.554
N -0.424321 5.057177 -0.996969 0.0 0.1 0.0 -0.482
H 0.574083 0.601501 -1.643307 0.0 0.0 0.1 0.212
H 0.362299 2.082301 -0.700740 0.0 0.1 -0.1 0.258
H -0.913970 0.885909 -0.706761 0.0 0.0 -0.1 0.244
H 0.846746 1.826176 -3.614688 0.0 0.2 0.0 0.481
H -3.012809 1.166491 -1.726411 0.1 0.1 0.0 0.215
H -2.832786 2.545868 -0.631317 -0.1 0.1 0.0 0.172
C 3.366956 -3.586279 1.955631 -0.1 0.0 0.0 -0.609
C 2.065464 -3.491667 1.164675 0.1 0.0 0.0 -0.398
C 1.852104 -2.131989 0.501393 0.0 0.0 0.0 -0.398
C 1.753723 -0.951194 1.468636 0.0 0.0 0.0 -0.399
C 0.648074 -1.070177 2.516852 -0.1 0.0 0.0 -0.397
C -0.752779 -1.141971 1.915805 0.1 0.0 0.1 -0.610
H 3.394747 -2.864316 2.773026 0.0 0.0 0.0 0.201
H 3.488264 -4.579103 2.392246 0.0 0.0 0.0 0.204
H 4.227868 -3.397145 1.310527 0.0 0.0 0.0 0.198
H 1.222263 -3.724304 1.820560 0.0 0.0 0.0 0.195
H 2.065478 -4.260679 0.387435 0.0 0.0 0.0 0.198
H 0.949522 -2.174578 -0.113885 0.0 0.0 0.0 0.206
H 2.678460 -1.943409 -0.192199 0.0 0.0 0.0 0.196
H 1.592233 -0.041490 0.882630 0.0 0.0 0.0 0.210
H 2.711708 -0.812823 1.978813 0.0 0.0 0.0 0.194
H 0.705460 -0.201695 3.178032 0.0 0.0 0.0 0.202
H 0.822877 -1.945504 3.150020 0.0 0.0 0.0 0.186
H -0.957381 -0.252266 1.319298 0.0 0.0 0.0 0.212
H -1.510008 -1.200596 2.698410 0.0 0.0 0.0 0.210
H -0.874547 -2.016176 1.274526 0.0 0.0 0.0 0.198
```
Forces are in eV/Å.

The value obtained for the molecular weight is 243.09 Da. The total energy is -828.4147 Eh. Its HOMO energy is -0.1629 Eh. Its net charge is -1.